Record 1
C49H85CrF3N24O15 | ωB97M-V/def2-TZVPD

Values from the calculation:
⟨S²⟩: 6.01
HOMO (alpha / beta), hartree: -0.2635 / -0.3029
LUMO energy (alpha / beta), eV: 0.3 / 0.3
M, g mol⁻¹: 1359.36
Kohn-Sham gap (alpha / beta), eV: 7.43 / 8.50
Largest force on an atom, eV Å⁻¹: 4.24

```
! wB97M-V def2-TZVPD RIJCOSX def2/J DEFGRID3
* xyz 0 5
Cr 17.7711 17.0305 15.7122
C 20.3184 17.8770 13.3646
C 18.9474 18.5498 13.4145
C 18.5947 18.9511 11.9836
O 17.8858 17.8790 13.9637
H 20.9201 18.2644 12.5557
H 20.1955 16.8101 13.0879
H 20.7943 17.9045 14.3640
H 19.0665 19.5331 13.9123
H 19.1419 19.6753 11.4302
H 17.5488 19.2766 11.9533
H 18.5351 18.0552 11.2771
C 16.5077 15.0583 16.6579
O 16.1917 15.6175 15.3579
O 17.4009 15.8351 17.2357
C 15.2305 14.9601 17.3634
F 14.4636 16.0807 17.3823
F 14.4688 13.9692 16.8459
F 15.3625 14.6125 18.6520
C 16.3095 14.7364 14.2186
C 15.8274 15.5250 13.0013
H 16.3893 16.4574 13.0043
H 16.1241 14.9525 12.0835
H 14.7309 15.6606 13.0628
H 15.6592 13.8859 14.4241
H 17.3575 14.3309 14.1050
H 16.7955 13.9984 16.5226
C 18.3813 12.6923 19.6620
N 18.0733 11.3583 20.2643
O 16.9497 11.1048 20.6276
O 18.9471 10.5477 20.1736
H 17.5046 13.2257 19.3945
H 18.9567 12.5190 18.7708
H 18.8863 13.2486 20.4326
C 14.8335 13.0664 22.7203
N 15.9822 13.7163 23.4477
O 15.5925 14.3782 24.3848
O 17.0943 13.6822 23.0017
H 14.6949 13.7164 21.8180
H 13.9143 13.1347 23.2821
H 15.0240 12.0277 22.3629
C 17.4739 13.0980 10.3544
N 18.7046 12.6627 11.1029
O 19.1971 13.5520 11.7231
O 19.0761 11.5048 11.0598
H 17.3156 12.3490 9.5610
H 17.6926 14.0901 9.8996
H 16.7130 13.2025 11.1377
C 10.9085 19.5530 8.2827
N 9.6026 19.0336 8.7896
O 9.5339 18.3763 9.8200
O 8.6399 19.2517 8.1381
H 10.7304 20.5304 7.7913
H 11.2147 18.7497 7.6378
H 11.5254 19.5906 9.1757
C 10.3863 16.5713 14.7339
N 11.3208 15.5419 14.1192
O 11.6356 14.5889 14.8309
O 11.8376 15.8175 13.0727
H 9.5776 16.1237 15.2666
H 9.9944 17.2331 13.9378
H 11.0428 17.1002 15.3986
C 12.5911 21.2427 17.1560
N 12.3908 19.8000 16.7336
O 12.0148 19.5654 15.6392
O 12.6216 18.9177 17.5338
H 13.3984 21.6683 16.6210
H 12.6789 21.1268 18.2582
H 11.6522 21.8133 17.0023
C 19.9709 8.3589 17.0306
C 20.5329 9.4784 16.2874
N 20.9975 10.3080 15.6317
H 19.3941 7.7724 16.3018
H 19.2535 8.6678 17.7775
H 20.7197 7.6907 17.4128
C 15.2100 19.8070 19.4401
C 14.4402 20.7143 20.2686
N 13.7858 21.2378 21.0696
H 16.0517 19.4367 20.0651
H 15.6435 20.2036 18.5673
H 14.6305 18.9028 19.1900
C 21.6361 14.2397 14.2289
C 20.3440 14.6757 14.7681
N 19.3442 15.0748 15.1150
H 21.4699 13.8305 13.1973
H 21.9418 13.4274 14.9480
H 22.4117 14.9702 14.3253
C 12.9065 13.1021 11.6951
C 11.8521 12.9196 10.7001
N 11.0711 12.6809 9.8859
H 12.4791 12.8427 12.6587
H 13.3104 14.1105 11.6514
H 13.6403 12.3512 11.4341
C 8.1338 14.1163 9.9625
C 8.5245 14.4642 11.3239
N 8.7060 14.8036 12.3865
H 7.0604 14.3213 9.8899
H 8.4122 13.0857 9.7793
H 8.6303 14.8193 9.2800
C 11.6340 15.7059 19.3848
C 12.0045 14.6231 20.2623
N 12.2222 13.6731 20.8992
H 12.4064 15.9365 18.6715
H 11.3169 16.6304 19.9651
H 10.7585 15.3682 18.8668
C 19.9898 20.1614 18.0812
C 19.6068 19.0189 17.3050
N 19.2490 18.1270 16.6807
H 20.7925 19.7926 18.7312
H 19.1240 20.2710 18.7621
H 20.2451 21.0468 17.4538
C 14.6400 18.2473 14.0811
C 15.3111 18.8260 15.2492
N 15.8694 19.4219 16.0483
H 13.8523 18.9602 13.7247
H 14.2511 17.2412 14.3567
H 15.4232 18.0935 13.3306
C 17.6574 10.9135 14.2581
C 16.4931 11.2076 13.5561
N 15.5357 11.4636 12.9633
H 18.4681 10.8019 13.4994
H 17.4747 9.9984 14.7756
H 17.8627 11.6280 15.0268
C 11.7285 22.2739 13.0807
C 12.1868 21.3689 12.0380
N 12.5356 20.7083 11.1897
H 12.3281 23.2063 13.2059
H 11.8312 21.7819 14.0399
H 10.7026 22.5409 12.8699
C 17.3809 17.0544 21.1572
C 18.5788 17.7522 20.7713
N 19.4976 18.2707 20.3076
H 16.6994 17.6770 21.7109
H 17.6668 16.2595 21.8632
H 16.9083 16.6280 20.2519
C 13.1422 17.0419 10.5689
C 14.4421 17.6385 10.8998
N 15.5601 17.9540 10.8575
H 13.1829 15.9255 10.5623
H 12.8973 17.3835 9.5995
H 12.2933 17.3854 11.0999
C 16.1331 21.1842 12.9858
C 15.2467 21.7337 14.0472
N 14.3981 22.1797 14.7260
H 15.5106 20.8782 12.1560
H 16.5351 20.2608 13.4463
H 16.8635 21.9495 12.7529
C 16.6337 21.1122 25.0636
C 17.1641 20.6951 23.8131
N 17.3952 20.3208 22.7428
H 16.1372 22.0949 24.9325
H 17.2909 21.2098 25.9383
H 15.9105 20.3576 25.3322
C 9.9230 13.9444 23.6716
C 10.1983 15.1959 22.9782
N 10.3635 16.2376 22.5399
H 8.8825 13.7380 23.5011
H 10.0779 14.0199 24.7003
H 10.5294 13.1343 23.2250
C 13.8155 17.1131 24.1300
C 14.1419 16.9448 22.7352
N 14.3817 16.8606 21.6219
H 14.6839 17.1931 24.7318
H 13.2447 16.1536 24.3454
H 13.0529 17.8739 24.2462
C 20.5601 15.5021 18.4596
C 21.5120 15.8053 17.4319
N 22.2674 16.1150 16.5818
H 19.5978 15.2827 18.0355
H 20.4997 16.3276 19.2022
H 21.0195 14.7099 19.1087
C 14.0579 11.5089 18.9624
C 15.2878 11.3549 18.1824
N 16.2012 11.0989 17.5257
H 13.2809 12.0640 18.4289
H 14.1864 12.0268 19.9880
H 13.6068 10.5214 19.2717
*
```

Here are the Mulliken charges for atoms 1 to 99, given in e: -0.839, -1.087, 0.593, -1.190, 0.326, 0.516, -0.086, 0.197, -0.005, 0.489, -0.045, 0.201, 1.370, 1.185, -0.489, -0.172, -0.019, -0.293, -0.004, -0.670, 1.408, -1.257, -0.059, -0.527, 0.451, -0.592, -0.289, -0.688, 1.035, -0.544, -0.612, -0.112, 0.440, 0.508, -0.377, 0.961, -0.582, -0.561, -0.056, 0.293, 0.278, -0.297, 0.932, -0.472, -0.581, 0.282, 0.297, -0.121, -0.396, 0.923, -0.532, -0.548, 0.272, 0.290, 0.032, -0.760, 0.704, -0.577, -0.143, 0.356, 0.203, 0.202, -0.711, 1.007, -0.527, -0.457, 0.237, 0.215, 0.273, -0.822, 0.466, -0.439, 0.277, 0.207, 0.342, 0.603, 0.021, -0.610, -0.187, 0.354, -0.156, -1.351, 0.132, 0.272, 0.296, 0.399, 0.406, 0.353, 0.114, -0.509, 0.179, -0.441, 0.384, -0.882, 0.379, -0.394, 0.349, 0.307, 0.240

=====

Record 2
C4H20NO6 | ωB97M-V/def2-TZVPD

Values from the calculation:
HOMO, hartree: -0.5011
LUMO energy, eV: -2.9
M, g mol⁻¹: 178.21
Relative energy (zero: lowest compared OMol25 entry of this formula, charge and spin), kJ/mol: 137.5
Kohn-Sham gap, eV: 10.77
Largest force on an atom, eV Å⁻¹: 5.22

```
! wB97M-V def2-TZVPD RIJCOSX def2/J DEFGRID3
* xyz 1 1
O 0.5371 -0.1591 -2.9576
C 1.3252 0.3212 -2.1600
C 1.4203 -0.5160 -0.8796
C 2.5716 -1.4338 -0.7062
C 3.9451 -0.7810 -1.2442
N 0.0897 -1.2280 -0.7901
H 1.8982 1.1831 -2.4898
H 1.3798 0.3342 -0.0223
H 2.4114 -2.1824 -1.5164
H 2.7286 -1.9381 0.2271
H 3.8765 -0.6904 -2.3166
H 4.1125 0.0916 -0.6655
H 4.7906 -1.4468 -1.1015
H -0.5886 -0.6076 -1.2725
H -0.1024 -1.4757 0.1734
H 0.1184 -2.1082 -1.2907
H -3.2330 0.0006 0.8666
H -4.3640 1.0166 0.7328
O -3.5158 0.7674 0.3550
H -1.7748 0.8172 4.7698
H -2.6954 1.6541 3.9851
O -1.7837 1.3148 3.9316
H -1.9557 -0.9266 2.9317
H -1.1519 -1.9649 2.9979
O -1.4715 -1.4771 2.2196
H 0.6737 2.2630 1.9027
H -0.3633 1.0664 2.0228
O 0.5263 1.3328 1.7135
H -2.2931 1.2915 -1.0521
H -1.8969 1.6876 -2.4486
O -1.5110 1.3713 -1.6205
*
```

Atomic charges from the Mulliken analysis, expressed in e, are listed below: -0.497, -0.304, 0.685, -0.729, -1.338, -0.195, 0.496, 0.032, 0.346, 0.447, 0.396, 0.350, 0.411, 0.312, 0.214, 0.373, 0.295, 0.304, -0.661, 0.321, 0.330, -0.629, 0.279, 0.299, -0.574, 0.286, 0.287, -0.600, 0.331, 0.316, -0.582

=====

Record 3
C6H9NO | ωB97M-V/def2-TZVPD

Values from the calculation:
HOMO, hartree: -0.3279
LUMO energy, eV: 0.9
M, g mol⁻¹: 111.14
Relative energy (zero: lowest compared OMol25 entry of this formula, charge and spin), kJ/mol: 701.5
Kohn-Sham gap, eV: 9.85
SMILES string: O[C@@]12CC=C[C@H]1NC2
Largest force on an atom, eV Å⁻¹: 6.64

```
! wB97M-V def2-TZVPD RIJCOSX def2/J DEFGRID3
* xyz 0 1
C -0.4711 0.3236 -0.3474
C -0.4284 0.4018 -2.0095
C 1.0528 -0.0556 -0.3979
C 1.2147 -0.6573 0.8729
C 0.3316 -0.2714 1.7906
C -0.6228 0.8206 1.1090
H -1.2801 -1.0660 0.9023
H 0.0101 1.5550 -1.6728
H -1.3820 0.3044 -2.8487
H 0.1961 -1.3571 -1.8882
H 1.5446 0.9228 -0.3567
H 1.8295 -1.6817 1.0001
H 0.2361 -0.5530 2.8330
H -1.5299 1.0242 1.7549
H -0.1567 1.7294 1.2820
N 0.7656 -0.5353 -1.8408
O -1.3100 -0.9045 -0.1828
*
```

Atomic charges from the Mulliken analysis, expressed in e, are listed below: 0.330, -0.397, 0.295, -0.340, -0.609, -0.967, 0.431, 0.217, 0.257, 0.352, 0.288, 0.242, 0.436, 0.251, 0.358, -0.553, -0.590

=====

Record 4
C3H10ClF5IrNO7P2Te | ωB97M-V/def2-TZVPD

Values from the calculation:
⟨S²⟩: 8.77
HOMO (alpha / beta), hartree: -0.5061 / -0.5161
LUMO energy (alpha / beta), eV: -3.4 / -8.2
M, g mol⁻¹: 684.32
Relative energy (zero: lowest compared OMol25 entry of this formula, charge and spin), kJ/mol: 0.0
Kohn-Sham gap (alpha / beta), eV: 10.42 / 5.84
Largest force on an atom, eV Å⁻¹: 0.45

```
! wB97M-V def2-TZVPD RIJCOSX def2/J DEFGRID3
* xyz 1 6
Ir 0.0891 -0.2687 0.3326
N 2.5068 2.1078 2.1993
C 2.5851 2.5438 0.7737
C 3.5658 3.6802 0.6165
P 3.0973 1.0379 -0.3857
O 3.7083 1.7483 -1.6388
O 4.1194 0.6620 0.6310
O 1.9433 0.1794 -0.7920
P 0.7945 3.0210 0.2925
O 0.9296 3.4451 -1.2225
O 0.5975 4.0931 1.2774
O -0.0604 1.7776 0.3259
H 3.4454 1.9665 2.5770
H 1.9673 1.1942 2.2820
H 2.0200 2.8376 2.7320
H 4.5732 3.3580 0.8849
H 3.2688 4.5029 1.2701
H 3.5851 4.0394 -0.4088
H 3.1965 1.6488 -2.4553
H 0.9365 4.4021 -1.3708
Cl -2.5456 -1.8340 -0.7582
C -1.8557 -0.3017 -0.4394
H -2.4228 0.2555 0.3059
H -1.6794 0.2707 -1.3567
F -1.3286 -1.4325 2.4926
Te -0.1132 -3.0122 2.6644
F -1.5010 -3.8772 1.8236
F 0.7743 -4.6962 2.5890
F 1.1805 -0.0894 2.0547
F -0.6933 -3.3428 4.3840
O 0.2433 -2.0120 0.2315
*
```

Atomic charges from the Mulliken analysis, expressed in e, are listed below: 1.808, -0.036, 0.357, -1.610, 0.901, -0.464, -0.519, -0.676, 0.480, -0.454, -0.617, -0.255, 0.430, 0.304, 0.451, 0.431, 0.467, 0.415, 0.365, 0.368, -0.033, -0.689, 0.390, 0.425, -0.565, 1.798, -0.365, -0.466, -0.766, -0.388, -0.485

=====

Record 5
C4HBrO2 | ωB97M-V/def2-TZVPD

Values from the calculation:
HOMO (alpha / beta), hartree: -0.3153 / -0.3310
LUMO energy (alpha / beta), eV: -1.3 / -1.0
M, g mol⁻¹: 160.95
Relative energy (zero: lowest compared OMol25 entry of this formula, charge and spin), kJ/mol: 328.6
Kohn-Sham gap (alpha / beta), eV: 7.27 / 8.04
Largest force on an atom, eV Å⁻¹: 6.31

```
! wB97M-V def2-TZVPD RIJCOSX def2/J DEFGRID3
* xyz 0 1
C 0.4270 0.0482 -0.0553
C 1.6180 0.4964 -0.0487
C 0.5012 -1.4191 0.7092
C 0.9348 -2.3343 -0.2397
O 0.5044 -1.4155 1.8933
O 0.5385 -2.9063 -1.2330
Br 3.5058 0.2382 0.0537
H -0.4497 0.5632 -0.3250
*
```

Atomic charges from the Mulliken analysis, expressed in e, are listed below: -0.141, -0.159, 0.450, 0.284, -0.445, -0.354, -0.017, 0.383